Entry 1:
This record from the OMol25 dataset describes 2 unconnected molecules or ions with the total composition C5H9NO2S in a non-equilibrium geometry. The level of theory is the ωB97M-V functional and the def2-TZVPD basis.

Output
- energy above the lowest of the compared OMol25 structures with the same formula, charge and spin (kcal per mole) = 86.3
- LUMO (eV) = -0.68

Atoms and positions in Å:
C  -2.837  0.019  -0.612
C  -0.456  1.671  0.697
C  2.450  -0.410  -1.046
C  0.097  0.352  0.072
C  -0.602  -0.960  0.333
N  -3.864  0.549  -0.512
O  -0.492  -1.930  -0.578
O  -0.941  -1.395  1.552
S  1.902  0.073  0.576
H  -1.425  2.056  0.480
H  0.246  2.508  0.465
H  -0.356  1.646  1.762
H  3.575  -0.450  -0.884
H  2.249  0.427  -1.814
H  2.084  -1.301  -1.504
H  0.285  0.522  -1.025
H  -0.978  -2.669  -0.216
H  -0.937  -0.707  2.254

Entry 2:
This record from the OMol25 dataset describes FH2NS in the gas phase in a non-equilibrium geometry. The level of theory is the ωB97M-V functional and the def2-TZVPD basis.

Output
- structure (SMILES) = FNS
- energy above the lowest of the compared OMol25 structures with the same formula, charge and spin (kcal per mole) = 21.5
- LUMO (eV) = -0.82

Atoms and positions in Å:
F  1.575  0.143  -0.744
N  0.655  0.081  0.260
S  -1.311  -0.219  -0.503
H  0.375  1.042  0.475
H  -1.294  -1.048  0.512

Entry 3:
This record from the OMol25 dataset describes a molecular structure, C27H19BF5N10O5SSc. The level of theory is the ωB97M-V functional and the def2-TZVPD basis.

Output
- spin multiplicity = 2
- energy above the lowest of the compared OMol25 structures with the same formula, charge and spin (kcal per mole) = 15.7
- total charge = -1
- LUMO (spin up / spin down) (eV) = 2.02 / -0.24

Atoms and positions in Å:
Sc  -0.180  -0.068  0.203
C  2.205  -3.241  2.273
C  1.029  -2.532  1.998
N  1.314  -1.346  1.482
N  2.666  -1.251  1.431
C  3.217  -2.395  1.884
B  3.339  -0.045  0.751
N  3.107  -0.155  -0.769
C  3.920  -0.369  -1.821
C  3.132  -0.610  -2.926
C  1.820  -0.544  -2.444
N  1.815  -0.264  -1.151
N  2.695  1.267  1.262
C  3.329  2.346  1.758
C  2.382  3.302  2.053
C  1.168  2.706  1.698
N  1.365  1.486  1.214
N  4.823  0.007  1.139
C  5.323  -0.150  2.388
C  6.634  0.259  2.378
C  6.849  0.674  1.050
N  5.758  0.535  0.317
H  2.297  -4.234  2.676
H  0.001  -2.831  2.108
H  4.285  -2.532  1.888
H  4.987  -0.322  -1.702
H  3.461  -0.822  -3.929
H  0.883  -0.712  -2.951
H  4.401  2.360  1.864
H  2.542  4.280  2.471
H  0.169  3.103  1.760
H  4.708  -0.519  3.192
H  7.328  0.257  3.201
H  7.748  1.066  0.601
O  -1.930  0.393  -1.086
C  -2.494  0.860  -2.080
C  -3.782  0.339  -2.470
C  -4.441  0.867  -3.538
C  -3.863  1.926  -4.266
C  -2.613  2.435  -3.934
C  -1.891  1.922  -2.869
C  -0.568  2.401  -2.516
N  0.161  2.062  -1.467
C  1.337  2.747  -1.578
C  1.330  3.516  -2.704
N  0.115  3.294  -3.292
H  -4.137  -0.496  -1.878
H  -5.406  0.477  -3.835
H  -4.399  2.353  -5.104
H  -2.220  3.254  -4.524
H  2.126  2.640  -0.854
H  2.064  4.178  -3.127
H  -0.199  3.685  -4.160
O  -1.122  -3.749  0.078
S  -1.546  -2.420  -0.302
O  -2.826  -2.366  -0.980
O  -1.536  -1.490  0.919
O  -0.463  -1.727  -1.131
F  -2.454  2.915  -0.014
C  -2.385  2.424  1.260
C  -1.564  1.361  1.564
C  -1.574  1.021  2.902
F  -0.768  0.023  3.340
C  -2.331  1.652  3.873
F  -2.290  1.276  5.164
C  -3.142  2.709  3.502
F  -3.887  3.350  4.420
C  -3.169  3.104  2.180
F  -3.947  4.142  1.814

Entry 4:
This record from the OMol25 dataset describes C5H7N3 in the gas phase in a non-equilibrium geometry. The level of theory is the ωB97M-V functional and the def2-TZVPD basis.

Output
- structure (SMILES) = C=NN1[C@H](C)[C@@H]1C#N
- energy above the lowest of the compared OMol25 structures with the same formula, charge and spin (kcal per mole) = 80.3
- LUMO (eV) = 0.91

Atoms and positions in Å:
C  0.787  0.199  2.543
N  1.377  0.224  1.450
N  0.572  0.433  0.307
C  0.793  -0.471  -0.787
C  0.805  0.124  -2.153
C  -0.469  -0.565  0.032
C  -1.741  -0.107  -0.474
N  -2.755  0.275  -0.848
H  1.340  0.052  3.495
H  -0.299  0.221  2.575
H  1.521  -1.284  -0.701
H  1.797  0.557  -2.312
H  0.724  -0.680  -2.897
H  0.028  0.906  -2.246
H  -0.517  -1.371  0.757

Entry 5:
This record from the OMol25 dataset describes 2 unconnected molecules or ions with the total composition C4H9NO. The level of theory is the ωB97M-V functional and the def2-TZVPD basis.

Output
- energy above the lowest of the compared OMol25 structures with the same formula, charge and spin (kcal per mole) = 106.2
- LUMO (eV) = 0.71

Atoms and positions in Å:
C  1.089  0.482  -0.992
N  0.031  -0.382  -0.487
C  -1.115  -0.397  -1.378
C  -0.329  -0.078  0.860
C  0.435  -0.487  1.977
O  0.271  0.303  2.965
H  0.790  1.545  -1.073
H  1.392  0.123  -1.980
H  1.964  0.422  -0.338
H  -0.790  -0.737  -2.364
H  -1.856  -1.108  -1.000
H  -1.599  0.595  -1.486
H  -1.394  -0.169  1.088
H  -0.350  0.954  2.008
H  1.134  -1.310  2.083

Entry 6:
This record from the OMol25 dataset describes 7 unconnected molecules or ions with the total composition C32H81ClN5O16 in a non-equilibrium geometry. The level of theory is the ωB97M-V functional and the def2-TZVPD basis.

Output
- total charge = -1
- LUMO (eV) = 1.90

Atoms and positions in Å:
Cl  -0.210  0.751  -1.254
O  1.059  0.673  -0.602
O  -0.547  2.148  -1.424
O  -0.098  0.069  -2.501
O  -1.169  0.064  -0.418
C  6.285  -0.964  5.339
O  6.555  -2.240  4.781
C  5.499  -3.137  5.205
C  5.752  -4.433  4.458
N  4.530  -5.260  4.265
C  3.666  -4.692  3.164
C  2.518  -5.617  2.883
O  3.013  -6.679  2.048
C  1.957  -7.587  1.639
H  7.067  -0.228  5.154
H  6.073  -1.038  6.406
H  5.425  -0.444  4.918
H  4.551  -2.705  4.885
H  5.540  -3.290  6.284
H  6.615  -4.914  4.919
H  6.149  -4.236  3.462
H  4.739  -6.242  4.154
H  4.264  -4.668  2.253
H  3.367  -3.669  3.390
H  1.818  -4.952  2.377
H  2.047  -6.090  3.744
H  2.375  -8.284  0.912
H  1.213  -6.997  1.103
H  1.268  -8.018  2.365
C  -0.481  -4.559  -10.283
O  -1.304  -5.741  -10.326
C  -1.222  -6.396  -8.989
C  -2.511  -7.256  -8.806
N  -2.329  -8.663  -9.222
C  -3.572  -9.445  -8.950
C  -3.672  -10.929  -9.559
O  -2.584  -11.669  -9.132
C  -2.364  -11.896  -7.727
H  0.554  -4.852  -10.107
H  -0.700  -3.899  -9.443
H  -0.587  -3.937  -11.172
H  -1.188  -5.584  -8.264
H  -0.314  -6.996  -9.058
H  -3.376  -6.811  -9.298
H  -2.867  -7.184  -7.778
H  -1.837  -8.698  -10.103
H  -4.403  -8.756  -9.099
H  -3.492  -9.683  -7.890
H  -3.695  -10.911  -10.649
H  -4.550  -11.431  -9.152
H  -2.093  -10.998  -7.171
H  -1.526  -12.575  -7.569
H  -3.183  -12.424  -7.240
C  -8.837  3.790  6.485
O  -7.912  3.429  5.506
C  -8.288  2.259  4.786
C  -7.547  2.087  3.435
N  -7.837  3.246  2.529
C  -6.759  3.414  1.542
C  -7.145  4.551  0.507
O  -7.154  5.913  1.126
C  -5.868  6.472  1.344
H  -9.125  2.982  7.157
H  -9.641  4.380  6.045
H  -8.372  4.526  7.141
H  -9.377  2.264  4.725
H  -8.122  1.400  5.436
H  -7.985  1.180  3.018
H  -6.476  1.936  3.567
H  -8.028  4.160  2.914
H  -6.556  2.496  0.991
H  -5.797  3.636  2.004
H  -8.173  4.370  0.194
H  -6.476  4.530  -0.353
H  -5.926  7.379  1.946
H  -5.215  6.653  0.490
H  -5.333  5.787  2.002
C  7.073  4.567  -2.056
O  8.243  4.925  -1.340
C  9.192  3.853  -1.245
C  8.760  2.801  -0.288
N  9.742  1.790  -0.025
C  10.019  0.967  -1.195
C  11.264  0.112  -0.960
O  12.447  0.937  -0.994
C  13.699  0.272  -1.036
H  7.433  4.013  -2.923
H  6.588  5.448  -2.478
H  6.422  3.975  -1.412
H  10.072  4.358  -0.846
H  9.514  3.510  -2.228
H  7.850  2.331  -0.659
H  8.531  3.343  0.629
H  9.513  1.242  0.792
H  10.202  1.514  -2.120
H  9.204  0.259  -1.345
H  11.180  -0.600  -1.781
H  11.192  -0.528  -0.080
H  13.732  -0.300  -1.963
H  13.855  -0.383  -0.179
H  14.495  1.016  -1.018
C  -0.323  3.541  8.044
O  -0.313  4.836  7.444
C  -0.891  4.778  6.127
C  -1.063  6.167  5.508
N  -2.020  7.134  6.118
C  -3.249  6.530  6.662
C  -4.331  7.559  6.884
O  -4.244  8.071  8.191
C  -4.915  9.378  8.329
H  -1.300  3.133  8.306
H  0.257  3.576  8.966
H  0.173  2.812  7.403
H  -1.814  4.198  6.121
H  -0.203  4.255  5.463
H  -1.513  5.813  4.580
H  -0.084  6.529  5.194
H  -1.604  7.416  6.994
H  -3.066  5.977  7.583
H  -3.540  5.851  5.859
H  -5.355  7.221  6.721
H  -4.292  8.259  6.050
H  -4.820  9.842  9.312
H  -5.977  9.349  8.087
H  -4.417  10.113  7.696
C  -4.709  0.572  -8.640
C  -4.990  1.196  -7.281
O  -6.005  2.249  -7.398
O  -5.911  0.224  -9.352
H  -4.084  -0.311  -8.508
H  -4.153  1.338  -9.181
H  -4.007  1.570  -6.993
H  -5.336  0.412  -6.608
H  -6.578  2.022  -8.134
H  -5.621  0.097  -10.258

Please write out number 3 again, unchanged.
This record from the OMol25 dataset describes a molecular structure, C27H19BF5N10O5SSc. The level of theory is the ωB97M-V functional and the def2-TZVPD basis.

Output
- spin multiplicity = 2
- energy above the lowest of the compared OMol25 structures with the same formula, charge and spin (kcal per mole) = 15.7
- total charge = -1
- LUMO (spin up / spin down) (eV) = 2.02 / -0.24

Atoms and positions in Å:
Sc  -0.180  -0.068  0.203
C  2.205  -3.241  2.273
C  1.029  -2.532  1.998
N  1.314  -1.346  1.482
N  2.666  -1.251  1.431
C  3.217  -2.395  1.884
B  3.339  -0.045  0.751
N  3.107  -0.155  -0.769
C  3.920  -0.369  -1.821
C  3.132  -0.610  -2.926
C  1.820  -0.544  -2.444
N  1.815  -0.264  -1.151
N  2.695  1.267  1.262
C  3.329  2.346  1.758
C  2.382  3.302  2.053
C  1.168  2.706  1.698
N  1.365  1.486  1.214
N  4.823  0.007  1.139
C  5.323  -0.150  2.388
C  6.634  0.259  2.378
C  6.849  0.674  1.050
N  5.758  0.535  0.317
H  2.297  -4.234  2.676
H  0.001  -2.831  2.108
H  4.285  -2.532  1.888
H  4.987  -0.322  -1.702
H  3.461  -0.822  -3.929
H  0.883  -0.712  -2.951
H  4.401  2.360  1.864
H  2.542  4.280  2.471
H  0.169  3.103  1.760
H  4.708  -0.519  3.192
H  7.328  0.257  3.201
H  7.748  1.066  0.601
O  -1.930  0.393  -1.086
C  -2.494  0.860  -2.080
C  -3.782  0.339  -2.470
C  -4.441  0.867  -3.538
C  -3.863  1.926  -4.266
C  -2.613  2.435  -3.934
C  -1.891  1.922  -2.869
C  -0.568  2.401  -2.516
N  0.161  2.062  -1.467
C  1.337  2.747  -1.578
C  1.330  3.516  -2.704
N  0.115  3.294  -3.292
H  -4.137  -0.496  -1.878
H  -5.406  0.477  -3.835
H  -4.399  2.353  -5.104
H  -2.220  3.254  -4.524
H  2.126  2.640  -0.854
H  2.064  4.178  -3.127
H  -0.199  3.685  -4.160
O  -1.122  -3.749  0.078
S  -1.546  -2.420  -0.302
O  -2.826  -2.366  -0.980
O  -1.536  -1.490  0.919
O  -0.463  -1.727  -1.131
F  -2.454  2.915  -0.014
C  -2.385  2.424  1.260
C  -1.564  1.361  1.564
C  -1.574  1.021  2.902
F  -0.768  0.023  3.340
C  -2.331  1.652  3.873
F  -2.290  1.276  5.164
C  -3.142  2.709  3.502
F  -3.887  3.350  4.420
C  -3.169  3.104  2.180
F  -3.947  4.142  1.814